The following is a DFT calculation (ωB97M-V/def2-TZVPD) of a structure of composition C25H16AuIOPS4Se.

Summary:
Gap between HOMO and LUMO (alpha / beta) = 0.189 / 0.189 hartree
HOMO level (alpha / beta) = -4.28 / -4.28 eV
Energy above the lowest of the compared OMol25 structures with the same formula, charge and spin = 0.000 eV
Strongest force on any atom = 0.697 eV/A
Lowest unoccupied orbital energy (alpha / beta) = 0.87 / 0.88 eV
Charge = -1

Structure (XYZ):
```
50
Properties=species:S:1:pos:R:3:lowdin_charge:R:1
Au -1.989 2.197 3.145 0.089
I -3.935 -0.475 -0.689 0.889
Se -3.296 4.006 2.488 -0.183
S -1.900 -0.058 2.505 0.446
S -0.199 1.773 4.616 0.441
S 0.065 -2.265 3.087 0.955
S 1.581 -0.631 5.004 0.935
P -0.853 0.945 -0.737 1.007
O 2.211 -3.116 4.369 -0.084
C 1.464 3.416 1.485 -0.098
C -0.322 1.598 -2.381 -0.377
C -1.126 -4.342 0.129 -0.057
C 1.457 -2.332 -1.564 -0.067
C -2.554 -1.979 -0.206 -0.670
C 0.514 1.502 0.348 -0.407
C -0.504 -0.634 3.379 -1.143
C -0.904 1.842 -4.719 -0.096
C 2.397 1.235 1.835 -0.093
C -0.499 -3.222 -0.469 -0.184
C 0.813 -3.376 -0.977 -0.037
C 2.412 2.597 2.085 -0.103
C -1.198 1.378 -3.447 -0.108
C 1.448 -2.200 4.193 -1.025
C -2.405 -4.263 0.580 -0.084
C 0.513 2.869 0.641 -0.148
C 0.845 -1.066 -1.556 -0.103
C -0.404 -0.841 -1.030 -0.303
C -1.169 -1.966 -0.566 -0.211
C 1.139 2.788 -3.897 -0.093
C -3.133 -3.078 0.368 -0.188
C 1.455 0.689 0.971 -0.091
C 0.848 2.313 -2.623 -0.097
C 0.268 2.552 -4.949 -0.107
C 0.189 0.115 4.244 -1.175
H 0.497 2.922 -5.941 0.093
H -4.180 -3.044 0.635 0.077
H 1.412 -0.221 -1.926 0.102
H 3.135 3.016 2.773 0.100
H -0.556 -5.259 0.223 0.111
H 3.105 0.582 2.331 0.099
H 1.540 2.503 -1.812 0.099
H 1.451 -0.381 0.809 0.094
H -1.596 1.655 -5.532 0.097
H 1.283 -4.349 -0.893 0.111
H -2.884 -5.107 1.058 0.104
H 1.437 4.475 1.705 0.103
H -2.120 0.834 -3.273 0.076
H 2.450 -2.449 -1.978 0.104
H -0.257 3.508 0.221 0.100
H 2.054 3.343 -4.063 0.097
```